[1]
Entry from the OMol25 dataset: a molecular structure, C24H29CrI2N6O3S2 (ωB97M-V/def2-TZVPD).

Results
Spin multiplicity: 5
Total charge: +1

Last column: Löwdin spin population.
Geometry (Å):
Cr1 -0.748 0.731 -1.188  3.72
C1 -3.105 -0.450 2.617  0.00
C2 -2.193 -1.491 2.047  0.00
N1 -2.017 -2.607 2.706  0.01
C3 -1.249 -3.568 2.190  0.00
C4 -0.597 -3.469 0.981  0.01
C5 0.249 -4.623 0.495  0.00
O1 -0.054 -5.052 -0.815  0.00
C6 -0.720 -2.258 0.245  0.01
C7 -0.108 -2.122 -1.030  0.03
N2 -0.111 -1.063 -1.798  0.00
C8 0.476 -1.248 -3.064  0.01
C9 1.743 -1.819 -3.191  0.00
C10 2.316 -2.029 -4.429  0.00
C11 1.632 -1.680 -5.580  0.00
C12 0.367 -1.126 -5.484  0.00
C13 -0.196 -0.913 -4.239  0.00
I1 -2.157 -0.121 -4.120  0.04
C14 -1.535 -1.226 0.805  0.01
O2 -1.668 -0.080 0.248  0.03
H1 -3.262 -0.627 3.678  0.00
H2 -4.071 -0.507 2.115  0.00
H3 -2.700 0.547 2.449  0.00
H4 -1.167 -4.459 2.796  0.00
H5 0.158 -5.455 1.202  0.00
H6 1.302 -4.320 0.461  0.00
H7 -0.930 -5.457 -0.827  0.00
H8 0.344 -3.029 -1.428  0.00
H9 2.274 -2.103 -2.295  0.00
H10 3.294 -2.477 -4.488  0.00
H11 2.063 -1.857 -6.552  0.00
H12 -0.184 -0.880 -6.378  0.00
N3 2.456 0.602 -1.509  0.01
N4 2.798 1.851 -2.036  0.00
C15 1.907 2.599 -2.697  0.01
N5 2.333 3.766 -3.218  0.00
S1 0.292 2.178 -2.894  0.01
H13 2.061 0.676 -0.560  0.00
H14 3.279 0.010 -1.504  0.00
H15 3.718 2.240 -1.856  0.00
H16 3.314 3.936 -3.367  0.00
H17 1.683 4.270 -3.800  0.00
O3 0.973 0.757 0.849  0.03
S2 1.666 0.824 2.180  0.01
C16 0.507 1.677 3.322  0.00
C17 0.595 0.888 4.612  0.00
C18 0.456 -0.576 4.203  0.00
C19 1.407 -0.796 3.033  0.00
H18 -0.476 1.621 2.857  0.00
H19 0.804 2.717 3.427  0.00
H20 -0.185 1.186 5.313  0.00
H21 1.567 1.063 5.080  0.00
H22 -0.572 -0.777 3.901  0.00
H23 0.696 -1.250 5.024  0.00
H24 1.025 -1.496 2.295  0.00
H25 2.391 -1.119 3.366  0.00
I2 -4.153 1.348 -0.926  0.02
C20 -2.756 2.682 -0.091  0.01
C21 -3.223 3.711 0.710  0.00
C22 -2.310 4.594 1.263  0.01
C23 -0.961 4.397 0.982  0.00
C24 -0.593 3.344 0.171  0.01
N6 -1.462 2.469 -0.362  0.01
H26 -4.281 3.811 0.888  0.00
H27 -2.642 5.405 1.891  0.00
H28 -0.211 5.062 1.380  0.00
H29 0.450 3.167 -0.060  0.00

---

[2]
Entry from the OMol25 dataset: a molecular structure, C3H9N2S (ωB97M-V/def2-TZVPD).

Results
Total charge: -1

Last column: natural (NBO) charge in e.
Geometry (Å):
C1 0.763 0.080 0.360  0.04
C2 1.870 -0.976 0.294  -0.59
S1 3.350 -0.294 -0.446  -0.53
N1 -0.508 -0.304 0.567  -0.62
C3 -1.110 -0.795 -0.550  0.27
N2 -2.327 -0.702 -0.914  -0.75
H1 1.014 0.647 -0.784  -0.04
H2 1.008 0.846 1.097  0.19
H3 2.000 -1.114 1.371  0.23
H4 1.508 -1.933 -0.062  0.19
H5 1.444 0.863 -1.463  0.17
H6 -2.491 2.516 1.307  0.01
H7 -0.477 -1.137 -1.385  0.11
H8 -2.899 -0.071 -0.356  0.32
H9 -3.144 2.375 0.966  -0.02

---

[3]
Entry from the OMol25 dataset: a molecular structure, C23H30Al2F8IKNO9 (ωB97M-V/def2-TZVPD).

Results
Total charge: +1

Last column: Mulliken charge in e.
Geometry (Å):
N1 -3.489 -0.447 1.413  -0.29
C1 -2.618 -1.691 1.471  -0.86
C2 -1.048 -1.358 1.874  0.12
C3 -0.214 -2.779 1.590  -0.89
C4 0.254 -2.949 0.028  -0.02
Al1 1.846 -1.695 -0.495  -1.32
C5 2.797 -2.695 -2.064  -0.45
C6 4.193 -1.977 -2.538  -0.67
C7 4.033 -0.410 -3.019  -0.28
C8 4.614 0.680 -1.903  0.45
O1 4.787 2.040 -2.473  -0.31
C9 4.054 2.927 -1.556  0.30
O2 4.702 3.970 -1.005  -0.52
C10 1.054 0.013 -1.308  1.02
C11 -0.019 -0.354 -2.537  -0.23
O3 0.342 -0.621 -3.794  -0.60
I1 -2.171 -0.344 -1.982  -0.05
C12 3.174 -1.400 1.039  0.84
F1 4.601 -1.265 0.609  -0.26
F2 3.135 -2.658 1.874  -0.31
C13 2.854 -0.121 2.010  0.63
F3 1.549 0.539 1.778  -0.22
F4 3.933 0.884 1.774  -0.31
C14 2.891 -0.492 3.638  0.54
F5 4.201 -1.036 4.082  -0.21
F6 1.717 -1.304 4.073  -0.19
F7 2.738 0.836 4.335  -0.26
H1 -3.488 -0.072 2.402  -0.03
H2 -4.457 -0.826 1.180  0.30
H3 -3.071 -2.453 2.254  0.31
H4 -2.585 -2.280 0.435  0.43
H5 -0.691 -0.521 1.137  -0.11
H6 -0.912 -1.093 3.015  0.32
H7 0.636 -2.914 2.384  0.27
H8 -1.019 -3.637 1.790  0.44
H9 0.609 -4.068 -0.139  0.47
H10 -0.592 -2.705 -0.744  -0.21
H11 3.089 -3.795 -1.718  0.50
H12 2.039 -2.823 -2.949  0.47
H13 5.089 -2.102 -1.760  0.24
H14 4.558 -2.573 -3.506  0.39
H15 2.957 -0.153 -3.405  -0.06
H16 4.755 -0.288 -3.961  0.42
H17 5.637 0.219 -1.496  0.27
H18 3.893 0.686 -0.954  -0.50
H19 2.913 2.816 -1.314  0.26
H20 0.410 0.648 -0.531  0.43
H21 1.828 0.758 -1.772  -0.28
C15 1.512 4.224 -4.313  -0.34
C16 0.607 3.962 -5.472  0.01
O4 -0.303 3.005 -4.964  -0.19
C17 -0.313 3.148 -3.606  0.53
O5 -1.108 2.600 -2.861  -0.35
O6 0.683 3.984 -3.191  -0.19
H22 1.890 5.250 -4.303  0.43
H23 2.361 3.532 -4.280  0.23
H24 0.049 4.854 -5.777  0.09
H25 1.143 3.565 -6.338  0.47
C18 -6.138 2.076 4.721  -0.55
C19 -5.334 1.153 4.184  -0.21
C20 -5.423 -0.266 4.582  0.71
O7 -4.686 -1.111 4.093  -0.50
C21 -6.436 -0.625 5.595  -0.41
C22 -7.240 0.297 6.132  -0.39
C23 -7.150 1.716 5.734  0.27
O8 -7.887 2.561 6.223  -0.53
H26 -6.085 3.121 4.441  0.41
H27 -4.586 1.401 3.440  0.40
H28 -6.488 -1.670 5.875  0.43
H29 -7.987 0.050 6.876  0.41
K1 -3.747 1.410 -0.884  0.90
O9 -2.149 -3.302 -2.486  -0.62
H30 -1.789 -3.244 -3.352  0.23
Al2 -1.500 4.681 -4.860  0.31
F8 2.596 -5.490 -2.474  -0.54

---

These records have E values of -106731.15462; -17068.70136; -103586.45722 eV, in the order they appear.